17
Properties=species:S:1:pos:R:3:lowdin_charge:R:1 method="wB97M-V/def2-TZVPD" homo_lumo_gap_ha=0.273 de_lowest_kj_mol=165.4 charge=-1 homo_ev=-3.5
O 1.74 2.94 1.09 -0.0123
C 1.33 1.84 0.77 -0.5455
N 0.85 0.92 1.67 0.1738
C 1.19 1.34 -0.69 -0.1937
N 1.06 -0.10 -0.76 -0.0864
C -0.40 -0.58 -0.67 -0.5404
O -0.54 -1.67 0.07 -0.3002
H 0.53 0.02 1.33 0.0680
H 1.00 1.31 2.57 0.0942
H 2.06 1.79 -1.18 0.1082
H 0.24 1.75 -1.05 0.1049
H 1.44 -0.43 -1.63 0.0755
H -0.70 -0.77 -1.74 0.0863
H -0.99 0.30 -0.31 0.0876
H -3.44 -3.19 -0.34 -0.0263
H -2.20 -2.65 0.41 0.0054
O -3.17 -2.83 0.47 -0.0993

***

57
Properties=species:S:1:pos:R:3:lowdin_charge:R:1 method="wB97M-V/def2-TZVPD" homo_lumo_gap_ha=0.331 de_lowest_kj_mol=208.3 charge=0 smiles="COc1cccc2c1Oc1ncccc1N(C(=O)CCC(=O)NCc1cccc(C)c1)C2" homo_ev=-8.4
C 5.68 0.64 -0.24 -0.0607
O 5.50 0.36 -1.61 -0.0593
C 4.32 0.55 -2.25 -0.1906
C 4.31 0.11 -3.57 0.0012
C 3.19 0.23 -4.37 -0.0755
C 2.04 0.80 -3.85 -0.0565
C 2.02 1.25 -2.54 -0.1311
C 3.15 1.13 -1.73 -0.1048
O 3.21 1.66 -0.46 0.0538
C 2.28 1.63 0.52 -0.2391
N 2.82 1.96 1.69 0.1480
C 2.07 1.99 2.77 -0.1348
C 0.72 1.70 2.77 -0.0556
C 0.14 1.36 1.56 0.0143
C 0.91 1.32 0.41 -0.1156
N 0.32 1.01 -0.84 0.0236
C -0.43 -0.12 -0.97 -0.4024
O -0.62 -0.87 -0.03 0.0654
C -1.01 -0.40 -2.34 -0.0874
C -2.03 -1.52 -2.24 -0.0889
C -3.21 -1.02 -1.41 -0.5058
O -3.67 0.09 -1.56 0.0618
N -3.71 -1.91 -0.53 0.0680
C -4.75 -1.57 0.41 -0.1243
C -4.31 -1.68 1.84 -0.1981
C -5.24 -1.96 2.84 -0.0541
C -4.85 -2.05 4.16 -0.0831
C -3.52 -1.87 4.50 -0.0565
C -2.57 -1.60 3.52 -0.2650
C -1.13 -1.42 3.88 -0.0446
C -2.98 -1.50 2.20 0.0088
C 0.77 1.84 -1.94 -0.0599
H 6.70 0.34 -0.03 0.0945
H 5.56 1.70 -0.02 0.0952
H 5.00 0.06 0.39 0.0966
H 5.22 -0.34 -3.95 0.1210
H 3.22 -0.11 -5.39 0.1055
H 1.16 0.92 -4.47 0.1113
H 2.60 2.27 3.68 0.1068
H 0.14 1.73 3.67 0.0996
H -0.91 1.14 1.49 0.1243
H -0.20 -0.66 -3.03 0.1202
H -1.52 0.50 -2.71 0.1195
H -2.40 -1.78 -3.24 0.1270
H -1.58 -2.41 -1.79 0.1153
H -3.22 -2.77 -0.37 0.1483
H -5.62 -2.21 0.23 0.1259
H -5.04 -0.53 0.18 0.1316
H -6.28 -2.10 2.57 0.1080
H -5.58 -2.26 4.92 0.1009
H -3.21 -1.95 5.53 0.1101
H -1.01 -0.60 4.59 0.0771
H -0.74 -2.33 4.36 0.0837
H -0.53 -1.21 3.00 0.0643
H -2.25 -1.29 1.43 0.0880
H 0.98 2.84 -1.54 0.1500
H -0.01 1.93 -2.69 0.1240

***

> Which of these has the lowest charge?

C3H9N2O3